(1)
# C4H15N2O

2 unconnected molecules or ions with the total composition C4H15N2O at a distorted geometry (the ωB97M-V functional and the def2-TZVPD basis, the OMol25 dataset).

```
! RIJCOSX wB97M-V def2-TZVPD def2/J DEFGRID3
* xyz 2 2
C -1.1351 -1.8515 -0.2207
N 0.1556 -2.3124 0.2534
C -1.5135 -0.3809 0.1070
N -0.3551 0.5799 0.0443
C -0.2359 1.6203 1.1433
C 0.8676 2.5655 0.7635
H -1.9207 -2.5357 0.1543
H -1.0716 -1.9930 -1.3006
H 0.2835 -2.4341 1.2666
H 0.4979 -3.1437 -0.2434
H -1.8964 -0.3893 1.1267
H -2.2447 -0.0337 -0.6204
H -0.3082 1.1150 -0.8278
H 0.4948 0.0126 -0.0078
H -1.2055 2.1082 1.1742
H -0.1230 1.0497 2.0647
H 1.7862 2.0341 0.5336
H 1.0654 3.3054 1.5330
H 0.5505 3.1033 -0.1313
H 2.4412 -0.8401 -1.7085
H 1.6208 0.0658 -2.6146
O 1.7303 -0.1824 -1.6876
*
```

Max |F| in eV/Å: 2.72
⟨S²⟩: 0.754
HOMO-LUMO gap (spin up / spin down) in eV: 12.50 / 6.59
ΔE to the lowest compared entry with this formula, charge and spin in kJ/mol: 119.6
Total energy in hartree: -345.43134

---

(2)
# CH5FNO

2 unconnected molecules or ions with the total composition CH5FNO at a distorted geometry (the ωB97M-V functional and the def2-TZVPD basis, the OMol25 dataset).

```
! RIJCOSX wB97M-V def2-TZVPD def2/J DEFGRID3
* xyz 1 1
C -0.1382 0.0021 -0.8834
N -0.6858 -0.2836 0.4675
O 1.6633 0.2052 -0.1669
F 1.5283 1.1588 0.7616
H 0.0575 -0.9365 -1.4642
H -0.2791 0.8803 -1.3748
H 0.1968 -0.3712 1.0956
H -1.2490 -1.1329 0.5761
H -1.0938 0.4778 0.9886
*
```

Max |F| in eV/Å: 6.86
HOMO-LUMO gap in eV: 10.14
ΔE to the lowest compared entry with this formula, charge and spin in kJ/mol: 219.9
Total energy in hartree: -270.46195

---

(3)
# C14H44O18P4

6 unconnected molecules or ions with the total composition C14H44O18P4 at a distorted geometry (the ωB97M-V functional and the def2-TZVPD basis, the OMol25 dataset).

```
! RIJCOSX wB97M-V def2-TZVPD def2/J DEFGRID3
* xyz 0 1
C -17.8018 -23.3322 3.4293
O -16.6161 -23.2728 4.2727
P -15.2465 -23.5328 3.3869
O -15.0613 -24.8996 2.9188
O -13.9927 -23.0246 4.2159
C -13.4591 -23.7095 5.3092
O -15.3919 -22.3797 2.2582
C -14.5239 -22.4035 1.1854
H -18.3088 -22.4188 3.7404
H -18.5135 -24.1254 3.6584
H -17.8202 -23.2381 2.3435
H -14.1889 -24.4643 5.6021
H -13.3115 -22.9447 6.0717
H -12.6486 -24.4114 5.1129
H -14.3108 -23.4407 0.9266
H -13.4954 -22.1592 1.4512
H -14.8570 -21.8468 0.3094
C -12.7863 -28.4658 7.8434
O -11.6271 -29.1829 7.5417
P -10.1738 -28.5860 7.9482
O -10.1071 -27.2012 8.3952
O -9.1755 -28.8563 6.6111
C -9.1209 -27.9146 5.5687
O -9.6996 -29.7744 8.9454
C -10.3974 -29.9516 10.1856
H -12.7399 -27.3789 7.9122
H -13.1134 -28.8024 8.8271
H -13.5267 -28.6061 7.0559
H -9.4311 -26.8802 5.7165
H -9.5568 -28.2859 4.6412
H -8.0502 -27.8254 5.3852
H -11.2431 -29.2645 10.1607
H -9.7521 -29.6945 11.0255
H -10.5366 -31.0288 10.2774
C -9.5846 -22.9895 5.4143
O -9.2648 -22.7105 6.8005
P -10.4478 -22.8242 7.9145
O -11.4552 -23.9072 7.7423
O -11.2298 -21.3125 7.7377
C -12.5456 -21.1260 8.3156
O -9.7182 -22.6246 9.3277
C -9.1474 -23.7549 9.8753
H -10.5616 -22.6879 5.0367
H -9.3483 -24.0518 5.3518
H -8.8426 -22.5043 4.7802
H -13.3837 -20.9450 7.6426
H -12.3572 -20.1439 8.7492
H -12.7156 -21.9226 9.0400
H -9.6875 -24.0338 10.7800
H -8.1292 -23.4289 10.0876
H -9.2207 -24.6720 9.2909
C -8.5682 -15.0797 7.7884
O -9.4621 -16.2070 7.7129
P -10.8024 -16.3391 8.7144
O -11.0214 -15.1477 9.6575
O -11.9983 -16.6147 7.5732
C -11.8763 -17.6209 6.5599
O -10.6691 -17.7771 9.5594
C -11.5442 -18.0489 10.6664
H -9.1117 -14.2573 8.2537
H -8.2907 -14.7466 6.7883
H -7.7168 -15.4121 8.3822
H -11.9699 -17.1772 5.5687
H -12.6610 -18.3568 6.7350
H -10.8940 -18.0935 6.5593
H -11.7764 -17.1892 11.2949
H -10.9093 -18.8240 11.0956
H -12.4054 -18.6265 10.3304
C -9.4856 -25.3140 13.7529
O -8.4358 -24.5611 13.2384
H -9.8476 -25.0192 14.7379
H -10.3295 -25.2948 13.0633
H -9.2369 -26.3745 13.7927
H -8.7631 -23.6815 13.0363
C -7.1579 -21.0391 2.9988
O -8.0983 -20.0579 3.1410
H -7.6106 -21.9491 2.6049
H -6.3030 -20.7358 2.3945
H -6.8780 -21.2326 4.0344
H -7.9544 -19.5929 3.9684
*
```

SMILES string: COP(=O)(OC)OC.COP(=O)(OC)OC.COP(=O)(OC)OC.COP(=O)(OC)OC.CO.CO
Max |F| in eV/Å: 4.15
HOMO-LUMO gap in eV: 10.94
ΔE to the lowest compared entry with this formula, charge and spin in kJ/mol: 322.0
Total energy in hartree: -3279.74217

---

(4)
# C27H27I2N7O3Ti

A molecular structure, C27H27I2N7O3Ti at a distorted geometry (the ωB97M-V functional and the def2-TZVPD basis, the OMol25 dataset).

```
! RIJCOSX wB97M-V def2-TZVPD def2/J DEFGRID3
* xyz 1 2
Ti -0.3964 -0.3443 0.1842
I 3.5234 6.3375 1.1190
C 2.5391 4.5162 1.1555
C 2.8287 3.5922 2.1492
C 2.1691 2.3715 2.1501
I 2.6223 0.9681 3.6143
C 1.2176 2.0618 1.1839
O 0.6418 0.8654 1.1811
C 0.9227 2.9992 0.1880
C -0.1778 2.7826 -0.8219
N -0.2482 1.4381 -1.4399
C 0.7127 1.2451 -2.5408
C 2.0378 0.7008 -2.0771
C 3.1976 0.9323 -2.8100
C 4.3987 0.4590 -2.3205
C 4.4116 -0.2042 -1.0993
C 3.2094 -0.3943 -0.4495
N 2.0367 0.0187 -0.9403
C 1.5939 4.2166 0.1843
H 3.5664 3.8123 2.9079
H -0.0746 3.5395 -1.6057
H -1.1469 2.9574 -0.3464
H -1.1605 1.3688 -1.8762
H 0.8882 2.1936 -3.0596
H 0.2586 0.5700 -3.2711
H 3.1508 1.4921 -3.7349
H 5.3180 0.6258 -2.8660
H 5.3321 -0.5542 -0.6544
H 3.1783 -0.8708 0.5251
H 1.3684 4.9398 -0.5899
O -3.8794 -0.0207 -2.0448
C -3.0098 -0.0896 -1.2106
N -1.8781 -0.8784 -1.1846
C -1.8105 -1.9541 -2.0468
O -2.5879 -2.2773 -2.9105
C -0.5778 -2.7920 -1.7969
C -0.3742 -3.9563 -2.5160
C 0.7430 -4.7201 -2.2246
C 1.6126 -4.2921 -1.2329
C 1.3333 -3.1090 -0.5743
N 0.2580 -2.3677 -0.8479
C -3.1142 0.7927 0.0256
C -4.2178 1.5980 0.2180
C -4.2727 2.3598 1.3774
C -3.2285 2.2924 2.2847
C -2.1481 1.4718 2.0009
N -2.0983 0.7342 0.8883
H -1.0958 -4.2292 -3.2726
H 0.9343 -5.6394 -2.7622
H 2.4974 -4.8544 -0.9708
H 2.0036 -2.7296 0.1873
H -4.9947 1.6010 -0.5330
H -5.1235 3.0013 1.5666
H -3.2290 2.8689 3.1985
H -1.2871 1.4114 2.6544
N -2.8360 -2.3829 1.3009
C -2.0679 -3.0798 2.3239
C -1.1103 -2.1316 3.0097
N -0.0804 -1.6326 2.0726
H -3.5647 -1.8189 1.7246
H -3.3021 -3.0387 0.6856
H -1.4949 -3.8757 1.8381
H -2.6802 -3.5651 3.0927
H -0.6443 -2.6402 3.8574
H -1.6442 -1.2694 3.4164
H 0.4999 -2.4203 1.7952
H 0.5508 -1.0031 2.5710
*
```

Max |F| in eV/Å: 1.50
⟨S²⟩: 0.753
HOMO-LUMO gap (spin up / spin down) in eV: 7.53 / 7.57
ΔE to the lowest compared entry with this formula, charge and spin in kJ/mol: 0.0
Total energy in hartree: -3098.96608